[1]
14
Properties=species:S:1:pos:R:3:forces:R:3:mulliken_charge:R:1 method="wB97M-V/def2-TZVPD" e_tot_ha=-1468.09052 max_force_ev_per_a=4.74 orbital_gap_ev="8.388 / 8.389" e_homo_ev="-9.559 / -9.559" total_charge=0
C 1.152285 0.455561 -0.375770 -1.19 2.28 0.31 -0.50
C -0.082806 0.685905 0.711457 2.85 -0.50 -0.46 0.29
C -0.130659 -0.399520 1.775032 0.34 -0.90 -2.71 -1.20
O 0.707046 -0.386013 -1.474540 -0.83 0.64 0.19 -0.30
O -1.172906 0.987607 0.020430 -1.53 -2.37 -3.81 -0.66
P -0.820553 -0.386421 -1.891399 0.23 3.33 0.78 0.78
S -1.392121 0.197244 -3.623447 0.31 0.12 0.98 -0.28
Cl -1.469148 -2.144824 -1.479118 -0.64 -1.59 0.82 -0.11
H 1.534263 1.470829 -0.730395 -0.95 -1.28 -0.03 0.25
H 2.007093 -0.059682 -0.074849 1.20 -0.90 1.25 0.34
H 0.122395 1.556250 1.270051 1.01 1.69 0.43 0.43
H 0.589719 -0.231523 2.536583 0.62 0.01 0.64 0.37
H 0.069486 -1.315713 1.204715 -0.02 -0.39 0.74 0.22
H -1.114092 -0.429700 2.131252 -1.41 -0.14 0.88 0.36

=====

[2]
12
Properties=species:S:1:pos:R:3:forces:R:3:mulliken_charge:R:1 method="wB97M-V/def2-TZVPD" e_tot_ha=-994.70530 max_force_ev_per_a=5.21 orbital_gap_ev=10.835 e_homo_ev=-10.117 total_charge=0 smiles="C=C[P@](C)(=O)Cl"
C 0.077784 0.319847 -2.218398 1.96 -3.55 2.47 -0.58
C -0.490398 0.272761 -1.007642 0.57 0.37 0.65 -0.31
P 0.236522 -0.704122 0.404423 3.72 -2.12 -2.96 0.93
C 0.192414 0.394905 1.867261 -0.45 1.54 -2.18 -1.01
O 1.463793 -1.573620 -0.046971 -2.87 3.28 1.60 -0.68
Cl -1.166265 -2.045741 0.746212 -1.38 -0.69 0.58 -0.24
H -0.259732 0.880721 -3.013495 -0.76 1.17 -1.53 0.34
H 0.928175 -0.459131 -2.374873 -1.31 1.75 0.09 0.20
H -1.347360 0.887028 -0.729263 0.07 0.00 -0.16 0.32
H 0.316699 1.449226 1.481699 0.11 -1.05 0.37 0.33
H -0.811825 0.345842 2.229507 -0.71 -0.10 0.33 0.35
H 0.860193 0.232284 2.661540 1.06 -0.60 0.73 0.35

=====

[3]
14
Properties=species:S:1:pos:R:3:forces:R:3:mulliken_charge:R:1 method="wB97M-V/def2-TZVPD" e_tot_ha=-2059.16763 max_force_ev_per_a=2.28 orbital_gap_ev="7.828 / 4.251" multiplicity=2 e_homo_ev="-8.479 / -7.889" total_charge=0 s_squared=0.7619
O -1.460193 1.753551 -0.713055 -0.61 -0.38 -0.07 -0.36
C -0.156909 2.333595 -0.799243 0.59 0.05 -0.27 -0.23
C 0.490252 2.256964 0.580485 -0.67 -0.38 0.41 -0.45
O 1.896557 2.293651 0.478108 0.77 -0.32 -0.19 -0.33
C 2.628141 1.142271 0.341999 -0.70 1.61 0.26 0.78
O 3.841956 1.311146 0.230754 -0.69 -1.17 -0.02 -0.45
O 2.030246 0.023483 0.351904 0.88 0.24 -0.17 -0.34
H -2.079116 2.201114 -1.296073 0.08 0.14 -0.04 0.29
H -0.234397 3.372153 -1.143646 0.01 -0.23 0.06 0.30
H 0.451875 1.769059 -1.521824 -0.13 0.14 0.20 0.23
H 0.162324 1.342196 1.094927 -0.02 0.17 -0.22 0.36
H 0.197810 3.115962 1.196603 0.14 -0.21 -0.15 0.24
H -0.741033 -1.481460 0.940195 -0.92 1.04 -1.55 -0.13
Cu -1.661657 -0.371162 -0.520459 1.27 -0.69 1.76 0.11

=====

[4]
14
Properties=species:S:1:pos:R:3:forces:R:3:mulliken_charge:R:1 method="wB97M-V/def2-TZVPD" e_tot_ha=-2058.87985 max_force_ev_per_a=4.96 orbital_gap_ev="8.347 / 7.383" multiplicity=3 e_homo_ev="-13.234 / -15.134" total_charge=+1 s_squared=2.0211
O 1.832738 -0.637212 -0.171205 0.23 -1.57 0.22 -0.34
C 0.488015 -0.918572 -0.583490 -0.39 0.07 -0.63 -0.36
C -0.495833 -0.707792 0.558762 0.05 0.17 0.71 -0.50
O -1.702212 -0.087842 0.095289 -1.19 -0.24 0.11 -0.33
C -1.840020 1.222723 0.078710 4.96 -0.13 -0.09 0.88
O -2.930381 1.720757 -0.225039 -1.89 0.70 -0.32 -0.19
O -0.850266 2.021381 0.182140 -2.05 -0.88 0.41 -0.43
H 2.239881 -1.410075 0.240922 -0.03 0.00 -0.06 0.25
H 0.418682 -1.944830 -0.962374 0.23 0.23 0.09 0.33
H 0.297147 -0.247022 -1.428754 -0.16 -0.12 0.32 0.40
H -0.078402 -0.119565 1.387355 0.14 0.01 -0.39 0.44
H -0.780468 -1.674451 0.989302 -0.29 0.32 -0.19 0.33
Cu 2.655147 1.040300 -0.189005 -0.65 1.50 0.11 0.43
H 0.745971 1.742197 0.027382 1.04 -0.04 -0.27 0.10

=====

[5]
14
Properties=species:S:1:pos:R:3:forces:R:3:mulliken_charge:R:1 method="wB97M-V/def2-TZVPD" e_tot_ha=-1433.50496 max_force_ev_per_a=4.55 orbital_gap_ev="4.195 / 4.429" multiplicity=4 e_homo_ev="-11.592 / -11.692" total_charge=+1 s_squared=3.7572
O 1.760384 -0.069144 -0.429985 0.99 1.24 -0.14 -0.21
C 0.856950 -1.188844 -0.340070 -0.84 -1.62 -0.04 -0.26
C -0.260748 -0.891508 0.648751 -0.86 -0.19 -0.41 -0.57
O -1.476336 -0.692343 -0.032458 1.12 -0.67 -0.16 -0.33
C -2.156393 0.518162 0.150654 -3.63 -1.71 2.13 0.62
O -3.288980 0.368007 0.635841 2.12 0.83 -1.25 -0.56
O -1.564500 1.561315 -0.173955 3.06 1.77 -0.66 -0.51
H 2.680341 -0.359822 -0.403587 0.09 -0.42 -0.05 0.31
H 1.428986 -2.075520 -0.041066 0.03 0.34 -0.08 0.35
H 0.450038 -1.348356 -1.344763 -0.02 -0.03 0.31 0.31
H 0.003512 -0.015996 1.258377 0.04 -0.03 0.15 0.35
H -0.407883 -1.755161 1.313507 0.20 0.27 -0.05 0.33
Er 1.477457 2.153112 -0.514903 -2.58 0.53 0.29 1.32
H 0.497178 3.796092 -0.726340 0.29 -0.32 -0.06 -0.13

=====

[6]
13
Properties=species:S:1:pos:R:3:forces:R:3:mulliken_charge:R:1 method="wB97M-V/def2-TZVPD" e_tot_ha=-427.00872 max_force_ev_per_a=5.21 orbital_gap_ev="7.504 / 7.487" e_homo_ev="-6.622 / -6.604" total_charge=0
C -1.284629 -1.112748 -0.371310 0.04 1.76 1.12 -0.67
C 2.559869 0.846442 0.177502 0.12 2.24 -0.16 0.04
C -1.755671 1.257662 -0.166923 2.98 -1.04 -2.09 -0.26
N -0.951475 0.205322 -0.568190 -4.64 -1.97 1.31 0.00
N 1.764268 0.418651 -0.678273 0.74 0.80 0.33 -0.29
F 3.714641 0.274623 0.614606 -0.94 0.20 -0.44 -0.22
F -2.736067 1.095749 0.704727 0.18 -0.27 0.37 -0.23
H -0.884172 -1.947348 -0.881804 0.73 -0.12 -0.58 0.30
H -1.913626 -1.269529 0.487970 -0.20 -0.18 -0.09 0.19
H 2.438207 1.922897 0.467638 0.34 -1.27 0.72 0.26
H -1.188216 2.149908 -0.310368 -0.59 1.15 0.70 0.35
H -0.365639 0.397634 -1.333147 1.05 0.66 -0.65 0.34
H 2.152048 -0.374523 -1.114128 0.19 -1.95 -0.55 0.19

=====

[7]
13
Properties=species:S:1:pos:R:3:forces:R:3:mulliken_charge:R:1 method="wB97M-V/def2-TZVPD" e_tot_ha=-790.83200 max_force_ev_per_a=5.74 orbital_gap_ev=9.008 e_homo_ev=-8.885 total_charge=0 smiles="C=[S@@](=O)(F)[C@@H](C)F"
C 0.465515 0.992663 -2.649329 -0.39 -2.27 2.80 -0.91
S 0.473109 -0.077802 -1.160298 3.09 2.62 -3.93 0.98
O 1.505270 0.135958 -0.217239 1.72 0.66 0.07 -0.60
F -0.790453 0.430429 -0.504965 -1.93 0.16 0.44 -0.16
C 0.127126 -1.832862 -0.896554 -4.72 -0.42 3.23 0.09
C -0.060941 -1.690476 0.716745 -0.26 -4.90 1.57 -0.97
F -1.235614 -1.807354 -1.385657 0.81 -0.74 -0.34 -0.30
H 1.379688 0.785803 -3.184153 0.47 -0.21 -0.12 0.30
H -0.384644 0.527229 -3.134587 -0.48 0.25 -0.64 0.27
H 0.380998 -2.969623 -0.954319 1.01 2.75 -1.36 0.41
H 0.215386 -2.865381 0.832788 -0.77 2.74 1.33 0.27
H 0.587063 -1.099373 1.376725 0.40 -0.30 -1.08 0.36
H -1.074376 -1.533318 1.246998 1.05 -0.34 -1.97 0.26

=====

[8]
16
Properties=species:S:1:pos:R:3:forces:R:3:mulliken_charge:R:1 method="wB97M-V/def2-TZVPD" e_tot_ha=-636.06428 max_force_ev_per_a=3.86 orbital_gap_ev=8.954 e_homo_ev=-13.531 total_charge=+1
C 0.225580 0.898944 -0.435175 1.89 3.07 0.34 -0.41
C -1.800848 -0.367785 0.972819 2.72 0.60 1.40 -0.62
C 1.613434 0.428699 0.116122 0.95 1.08 0.34 0.97
N -0.144711 -2.920430 -0.984836 -0.95 -0.73 -0.25 -0.88
N -0.571775 -1.909208 -0.547281 0.68 0.23 1.62 1.05
N -0.930686 -0.959618 -0.025087 -0.28 -1.13 -0.96 -0.04
N 0.208437 2.198580 -0.670248 2.35 0.10 0.89 -0.20
F 1.909321 -0.720021 -0.468325 -0.05 -0.99 -0.56 -0.25
F 1.644906 0.207910 1.452143 -0.97 0.18 -0.57 -0.25
F 2.672035 1.240659 -0.117813 -0.67 0.21 -0.20 -0.27
H -1.899854 0.645055 0.707382 -0.06 1.15 -0.31 0.26
H -2.677086 -0.830918 0.824440 -3.41 -1.80 -0.01 0.44
H -1.412354 -0.430861 2.019741 -0.11 -0.35 -1.03 0.30
H 0.791363 -3.089282 -1.342285 0.21 0.72 -0.12 0.35
H 1.005520 2.959087 -0.548554 -1.50 -2.36 -0.13 0.30
H -0.633286 2.649182 -0.953037 -0.79 0.02 -0.44 0.27

=====

[9]
14
Properties=species:S:1:pos:R:3:forces:R:3:mulliken_charge:R:1 method="wB97M-V/def2-TZVPD" e_tot_ha=-547.39969 max_force_ev_per_a=3.03 orbital_gap_ev=9.022 e_homo_ev=-8.280 total_charge=0
C 0.818358 1.102595 -1.526193 -1.20 1.38 0.14 -0.62
C -0.010476 0.057356 0.369259 -1.23 1.89 -1.00 0.11
C -2.284419 0.734038 0.207378 2.12 -1.11 -1.01 0.47
N -0.152744 -1.141850 0.960111 0.14 -1.72 -0.24 -0.44
O 0.478743 -0.141982 -0.899703 0.20 0.76 0.62 -0.37
F -2.813301 -0.221612 1.017893 -0.33 0.06 -0.06 -0.29
F -2.610774 1.917238 0.758656 -0.33 -0.03 -0.43 -0.26
F -2.951057 0.580658 -1.033235 0.64 0.55 1.66 -0.27
H 1.449498 1.156953 -2.436003 -0.48 -1.27 0.57 0.28
H 1.327547 1.669127 -0.768163 0.45 0.58 0.19 0.31
H -0.141979 1.634679 -1.725495 0.63 -0.31 -0.09 0.27
H 0.317497 1.047346 0.969161 -0.72 -2.61 -1.37 0.23
H -0.762824 -1.270608 1.732249 -0.34 0.65 0.84 0.32
H -0.323169 -1.949853 0.332342 0.45 1.17 0.18 0.25

=====

[10]
18
Properties=species:S:1:pos:R:3:forces:R:3:mulliken_charge:R:1 method="wB97M-V/def2-TZVPD" e_tot_ha=-1330.86494 max_force_ev_per_a=2.46 orbital_gap_ev="6.301 / 7.175" multiplicity=2 e_homo_ev="-8.753 / -9.487" total_charge=0 s_squared=0.7527
Sn -2.426550 2.679245 -0.242505 1.10 -1.71 0.29 0.80
C 0.269199 -1.315730 2.605374 -2.10 0.87 -0.70 0.56
F 0.198005 -2.653293 2.779652 0.86 1.11 -0.25 -0.21
F 0.305290 -0.723214 3.819273 0.04 -0.48 -0.74 -0.22
F 1.354106 -0.894615 1.913895 -0.45 -0.99 0.60 -0.20
S -1.356146 -0.810813 1.555855 0.78 -2.33 -0.21 1.05
O -2.489462 -1.248743 2.340381 0.61 0.70 0.01 -0.61
O -1.176705 0.637694 1.399240 -0.47 1.39 -0.38 -0.61
O -1.178869 -1.562701 0.309083 0.17 0.89 0.84 -0.63
C 1.361508 0.300848 -1.317584 0.61 0.64 0.67 -0.83
C 0.579693 1.146178 -2.319450 0.99 -1.41 0.70 -0.30
O -0.793950 0.959084 -1.999649 -1.06 1.63 -0.22 -0.42
H 0.930934 -0.656944 -1.025441 -0.13 -0.18 -0.76 0.25
H 1.359089 0.813779 -0.355814 0.06 0.25 0.06 0.20
H 2.407646 0.210171 -1.609926 0.01 -0.22 -0.07 0.40
H 0.825035 0.850368 -3.339454 -0.40 -0.11 -0.19 0.23
H 0.909085 2.181198 -2.228183 -0.64 0.16 0.12 0.28
H -1.077909 0.087488 -2.284748 0.03 -0.22 0.23 0.27